{"formula": "C17H39I4NNbO10P2", "method": "ωB97M-V/def2-TZVPD", "species": ["I", "I", "I", "I", "Nb", "P", "P", "O", "O", "O", "O", "O", "O", "O", "O", "O", "O", "N", "C", "C", "C", "C", "C", "C", "C", "C", "C", "C", "C", "C", "C", "C", "C", "C", "C", "H", "H", "H", "H", "H", "H", "H", "H", "H", "H", "H", "H", "H", "H", "H", "H", "H", "H", "H", "H", "H", "H", "H", "H", "H", "H", "H", "H", "H", "H", "H", "H", "H", "H", "H", "H", "H", "H", "H"], "xyz": [[3.726, 0.838, 0.774], [-3.029, 3.015, -0.073], [1.263, -0.918, -3.255], [-2.270, 1.025, 2.309], [0.369, -0.834, 0.917], [6.849, -4.102, 0.658], [-8.016, 5.594, -0.888], [-9.447, 5.190, -0.336], [8.028, -5.044, 1.147], [5.694, -4.026, 1.534], [-7.641, 5.023, -2.171], [-8.023, 7.190, -0.917], [1.386, -0.397, 2.613], [7.665, -2.771, 0.429], [-7.137, 5.206, 0.358], [6.478, -4.629, -0.799], [-2.765, -3.286, -2.276], [-2.570, -5.147, -0.919], [1.855, -1.511, 3.364], [-0.157, 2.868, -0.943], [7.656, -6.298, 1.736], [-1.169, 1.825, -0.444], [3.155, -2.115, 2.862], [-8.478, 7.921, 0.224], [-2.442, -3.731, -1.187], [-0.645, 1.226, 0.858], [-5.703, 5.154, 0.188], [-1.906, -2.842, -0.085], [2.493, -0.208, -1.712], [6.994, -1.663, -0.199], [3.771, 0.314, -2.318], [2.181, -0.141, -0.420], [7.476, -4.674, -1.821], [-10.579, 5.545, -1.136], [-0.944, -1.742, -0.661], [3.215, -2.065, 1.788], [-1.540, -1.070, -1.259], [7.689, -6.210, 2.820], [-5.380, 4.121, 0.054], [0.754, 2.822, -0.362], [-11.315, 4.751, -1.043], [6.657, -6.606, 1.431], [-1.716, -5.458, -0.471], [7.595, -5.705, -2.150], [-1.496, 1.163, -1.225], [-3.298, -5.296, -0.233], [5.912, -1.713, -0.074], [-9.306, 8.560, -0.082], [-11.008, 6.478, -0.767], [-8.811, 7.264, 1.026], [4.610, 0.056, -1.689], [7.237, -1.662, -1.262], [1.109, -2.293, 3.402], [-2.779, -2.297, 0.263], [-1.444, -3.397, 0.714], [-0.286, -2.396, -1.218], [0.027, 1.922, 1.338], [0.062, 2.734, -1.994], [1.159, -2.479, 0.958], [-0.537, 3.870, -0.847], [-5.251, 5.552, 1.093], [-7.663, 8.544, 0.589], [8.437, -4.295, -1.475], [3.743, 1.390, -2.426], [4.015, -1.617, 3.290], [-0.910, -1.538, 2.007], [3.956, -0.173, -3.265], [-10.306, 5.658, -2.185], [3.229, -3.165, 3.113], [2.027, -1.189, 4.390], [-5.375, 5.746, -0.665], [8.377, -7.045, 1.411], [7.135, -4.069, -2.660], [7.360, -0.746, 0.252]], "e_homo_ev": -4.88, "homo_lumo_gap_ev": 6.68, "charge": -1, "energy_ev": -92757.731, "de_lowest_ev": 0.000}

***

{"formula": "C9H14", "method": "ωB97M-V/def2-TZVPD", "species": ["C", "C", "C", "C", "C", "C", "C", "C", "C", "H", "H", "H", "H", "H", "H", "H", "H", "H", "H", "H", "H", "H", "H"], "xyz": [[-0.447, 3.529, 2.627], [0.954, -0.600, -0.154], [2.646, -1.394, -1.854], [-1.339, -1.302, -0.235], [-1.903, 3.958, 2.606], [-0.326, -0.565, 0.372], [0.252, -2.149, -1.850], [-1.030, -2.097, -1.326], [1.251, -1.357, -1.282], [0.500, -2.797, -2.681], [2.672, -0.781, -2.761], [-0.247, 2.603, 3.161], [-2.527, 3.433, 1.883], [-2.316, -1.328, 0.224], [-0.612, 0.054, 1.214], [2.937, -2.399, -2.130], [-0.064, 3.256, 1.639], [-2.359, 3.799, 3.585], [-1.819, -2.656, -1.826], [3.380, -0.977, -1.163], [-1.978, 5.033, 2.427], [0.190, 4.304, 3.032], [1.778, -0.144, 0.386]], "e_homo_ev": -9.03, "homo_lumo_gap_ev": 10.02, "energy_ev": -9559.928, "de_lowest_ev": 0.254, "smiles": "Cc1ccccc1.CC"}

***

{"formula": "C28H50GeIrNO6SSi3", "method": "ωB97M-V/def2-TZVPD", "species": ["Ir", "Ge", "S", "Si", "Si", "Si", "O", "O", "O", "O", "O", "O", "N", "C", "C", "C", "C", "C", "C", "C", "C", "C", "C", "C", "C", "C", "C", "C", "C", "C", "C", "C", "C", "C", "C", "C", "C", "C", "C", "C", "C", "H", "H", "H", "H", "H", "H", "H", "H", "H", "H", "H", "H", "H", "H", "H", "H", "H", "H", "H", "H", "H", "H", "H", "H", "H", "H", "H", "H", "H", "H", "H", "H", "H", "H", "H", "H", "H", "H", "H", "H", "H", "H", "H", "H", "H", "H", "H", "H", "H", "H"], "xyz": [[0.569, -0.632, 0.023], [0.720, 2.256, 0.159], [3.843, -0.697, 0.804], [3.495, 3.457, 0.207], [-0.246, 3.442, -2.238], [-0.358, 3.839, 2.137], [0.164, 0.278, 2.109], [-1.147, 1.318, -0.433], [0.830, -2.926, -0.228], [-0.435, -4.732, -0.541], [-3.238, 1.725, -0.059], [2.617, 0.018, 0.199], [-1.353, -1.345, -0.191], [-0.268, -3.460, -0.314], [-3.872, -2.518, 0.164], [3.614, 5.330, 0.171], [-2.466, -0.573, -0.073], [4.239, 2.699, 1.757], [4.771, -1.262, -0.635], [3.312, -2.325, 1.367], [-1.228, -0.501, 5.338], [2.362, 0.136, 4.075], [-2.736, -3.308, 0.020], [-2.606, -0.885, 4.867], [-2.072, 3.867, -2.273], [0.016, 5.569, 1.490], [-1.515, -2.683, -0.148], [-0.466, -0.276, 3.035], [0.431, 0.215, 8.665], [0.243, 0.006, 7.202], [3.924, 2.608, -1.418], [-2.206, 3.524, 2.201], [-1.010, -0.339, 6.688], [1.305, 0.150, 6.307], [-3.732, -1.152, 0.116], [0.833, 4.987, -2.213], [-0.155, -0.258, 4.426], [0.618, 3.399, 3.683], [0.371, 2.072, -3.371], [1.137, 0.039, 4.943], [-2.264, 0.849, -0.186], [-1.398, -0.790, 2.768], [0.278, 4.038, 4.503], [-0.087, 2.158, -4.359], [0.590, 5.580, -3.099], [1.450, 2.129, -3.505], [-0.600, 5.828, 0.630], [0.463, 2.366, 3.987], [2.147, 0.560, 3.099], [1.893, 4.748, -2.264], [-2.792, -4.387, 0.031], [-2.577, -1.811, 4.289], [-2.444, 2.500, 2.490], [4.674, 5.594, 0.106], [-0.187, 1.052, 8.995], [3.378, 1.673, -1.526], [-3.261, -1.049, 5.718], [2.445, -2.209, 2.015], [5.276, 2.411, 1.569], [3.059, -2.956, 0.521], [4.248, 3.413, 2.580], [3.125, 0.731, 4.575], [0.655, 5.621, -1.345], [3.227, 5.793, 1.078], [2.778, -0.867, 3.940], [-3.054, -0.105, 4.249], [-2.660, 4.192, 2.938], [4.134, -2.758, 1.937], [1.689, 3.563, 3.561], [3.708, 3.240, -2.280], [-4.610, -0.527, 0.199], [3.114, 5.780, -0.684], [4.995, 2.389, -1.448], [0.098, -0.660, 9.226], [0.397, -5.220, -0.654], [-2.277, 4.462, -3.167], [-2.701, 2.980, -2.315], [-0.235, 6.275, 2.286], [-4.124, 1.337, -0.028], [3.699, 1.809, 2.072], [5.655, -1.802, -0.293], [5.084, -0.393, -1.207], [4.145, -1.910, -1.245], [1.468, 0.420, 8.915], [2.296, 0.340, 6.701], [-1.828, -0.494, 7.381], [0.121, 1.088, -2.974], [1.061, 5.731, 1.232], [-2.677, 3.723, 1.241], [-4.845, -2.970, 0.294], [-2.380, 4.460, -1.411]], "e_homo_ev": [-14.76, -14.74], "spin_multiplicity": 2, "homo_lumo_gap_ev": [5.31, 5.39], "charge": 3, "energy_ev": -137419.557, "de_lowest_ev": 4.617, "s2": 0.8197}

***

{"formula": "C4H2OS", "method": "ωB97M-V/def2-TZVPD", "species": ["S", "O", "C", "C", "C", "C", "H", "H"], "xyz": [[-2.270, -0.407, -0.106], [0.702, 1.947, -0.199], [-0.702, -0.044, 0.060], [-0.340, 1.490, 0.108], [0.422, -0.911, 0.068], [1.341, -1.688, -0.084], [2.115, -2.469, -0.127], [-1.267, 2.081, 0.280]], "e_homo_ev": -9.55, "homo_lumo_gap_ev": 7.83, "energy_ev": -17059.750, "de_lowest_ev": 0.025, "smiles": "C#CC(=S)C=O"}

***

{"formula": "C23H25FN4O3S", "method": "ωB97M-V/def2-TZVPD", "species": ["S", "F", "O", "O", "O", "N", "N", "N", "N", "C", "C", "C", "C", "C", "C", "C", "C", "C", "C", "C", "C", "C", "C", "C", "C", "C", "C", "C", "C", "C", "C", "C", "H", "H", "H", "H", "H", "H", "H", "H", "H", "H", "H", "H", "H", "H", "H", "H", "H", "H", "H", "H", "H", "H", "H", "H", "H"], "xyz": [[6.786, -3.788, 1.014], [-6.595, 5.383, -3.917], [2.958, -0.209, 0.721], [2.635, -3.687, 0.879], [-1.800, -1.177, 1.218], [-1.301, 0.321, -1.694], [-3.656, 1.821, -0.881], [1.625, -1.617, -0.481], [3.993, -2.287, 2.060], [4.712, -3.279, 2.832], [-0.113, 0.231, 1.573], [-1.217, 1.719, -1.310], [6.175, -3.237, 2.540], [-3.809, 3.920, -2.125], [-4.352, 2.706, -1.686], [-0.616, -0.648, -0.852], [7.176, -2.757, 3.328], [-4.556, 4.818, -2.863], [-2.347, 2.152, -0.358], [3.066, -2.579, 1.145], [-5.863, 4.510, -3.183], [0.884, -0.636, -1.224], [-1.769, -0.891, 2.531], [-0.753, -0.033, 2.809], [-2.640, -0.015, -2.132], [8.389, -3.369, 1.470], [8.447, -2.839, 2.717], [-6.438, 3.325, -2.764], [2.544, -1.322, 0.443], [-5.688, 2.439, -2.019], [-0.790, -0.490, 0.631], [-3.736, 0.394, -1.131], [-1.019, -1.634, -1.115], [4.548, -3.103, 3.901], [-2.287, 3.219, -0.148], [-7.465, 3.109, -3.012], [-3.592, -0.132, -0.182], [9.192, -3.544, 0.782], [0.973, -0.823, -2.298], [1.385, -2.598, -0.561], [-4.709, 0.124, -1.533], [-6.161, 1.535, -1.670], [4.253, -1.311, 2.137], [4.282, -4.247, 2.554], [7.015, -2.366, 4.317], [-2.510, -1.356, 3.150], [-0.251, 1.908, -0.844], [-0.488, 0.365, 3.767], [1.329, 0.334, -0.997], [-1.281, 2.306, -2.233], [-2.817, 0.526, -3.070], [9.358, -2.514, 3.187], [-4.125, 5.748, -3.200], [-2.696, -1.085, -2.337], [-2.786, 4.179, -1.903], [0.741, 0.856, 1.421], [-2.242, 1.623, 0.595]], "e_homo_ev": -7.33, "homo_lumo_gap_ev": 7.99, "energy_ev": -49912.435, "de_lowest_ev": 2.555, "smiles": "O=C(NCc1cccs1)C(=O)NC[C@@H](c1ccco1)N1CCN(c2ccc(F)cc2)CC1"}

***

{"formula": "C12H5Cl32IN2O2P", "method": "ωB97M-V/def2-TZVPD", "species": ["I", "Cl", "Cl", "Cl", "Cl", "Cl", "Cl", "Cl", "Cl", "Cl", "Cl", "Cl", "Cl", "Cl", "Cl", "Cl", "Cl", "Cl", "Cl", "Cl", "Cl", "Cl", "Cl", "Cl", "Cl", "Cl", "Cl", "Cl", "Cl", "Cl", "Cl", "Cl", "Cl", "P", "O", "O", "N", "N", "C", "C", "C", "C", "C", "C", "C", "C", "C", "C", "C", "C", "H", "H", "H", "H", "H"], "xyz": [[1.531, 0.100, 1.648], [-2.558, -4.626, 1.420], [-10.809, -1.705, 0.809], [-0.648, 5.508, -3.320], [-1.495, -3.357, 3.813], [-8.742, -0.813, -1.034], [-2.323, 4.535, -5.491], [5.496, -6.057, 1.123], [6.861, -1.125, 0.656], [4.979, -3.830, -0.676], [-4.471, -1.694, -4.906], [-0.157, 8.295, 0.748], [1.570, 8.434, 3.086], [8.483, 1.217, 0.063], [4.662, -9.723, 1.354], [-3.601, -2.406, -2.223], [0.305, -4.174, 1.678], [-8.224, -3.040, 0.765], [-3.566, 0.376, -3.072], [2.394, -8.492, 0.010], [8.219, 0.287, 2.808], [-1.543, 2.740, -3.338], [3.305, -11.135, -0.797], [-1.231, 7.707, 3.387], [0.437, 3.641, -5.270], [-1.493, -1.922, 1.282], [4.926, -8.793, -1.390], [0.625, 5.855, 2.127], [-6.102, -0.972, -2.608], [2.912, -4.722, 1.166], [-8.448, -0.338, 1.822], [5.272, -3.356, 2.179], [5.950, 1.517, 1.464], [-1.670, 0.922, 0.324], [-1.531, 0.281, -1.328], [-3.308, 1.488, 0.500], [-0.992, 3.638, -0.256], [-0.047, 4.599, -0.285], [0.202, 7.573, 2.337], [-1.310, -3.520, 2.048], [1.020, 2.085, 0.865], [-4.435, -1.174, -3.202], [-0.421, 2.421, 0.292], [-1.019, 4.106, -4.355], [2.081, 3.313, 0.791], [1.360, 4.586, 0.125], [7.378, 0.474, 1.248], [3.822, -9.536, -0.206], [4.665, -4.491, 0.948], [-9.056, -1.474, 0.591], [2.015, 5.562, -0.036], [-3.485, 1.878, 1.406], [-0.570, 0.530, -1.565], [3.188, 3.282, 1.156], [-0.405, 5.523, -0.681]], "e_homo_ev": -11.78, "homo_lumo_gap_ev": 6.43, "charge": 1, "energy_ev": -437691.515, "de_lowest_ev": 5.413}

***

{"formula": "C3H5N2", "method": "ωB97M-V/def2-TZVPD", "species": ["N", "N", "C", "C", "C", "H", "H", "H", "H", "H"], "xyz": [[-1.740, 0.387, -0.009], [-0.015, -0.959, 0.125], [0.519, 0.396, -0.038], [-1.297, -0.812, -0.110], [-0.667, 1.222, 0.048], [1.439, 0.723, 0.486], [-0.820, 2.361, 0.175], [0.573, -1.789, 0.020], [-1.947, -1.637, -0.084], [0.921, 0.280, -1.096]], "e_homo_ev": -16.51, "homo_lumo_gap_ev": 10.22, "charge": 1, "energy_ev": -6163.637, "de_lowest_ev": 2.256, "smiles": "C1=NC=[NH+]C1"}